No. 1
Density functional theory data (ωB97M-V/def2-TZVPD) for a cluster of 11 separate species, C11H44N22O11 in total.

Its molar mass is 660.62 g mol⁻¹. The value obtained for the HOMO-LUMO gap (spin up / spin down) is 1.76 / 9.00 eV. The expectation value of S² is 0.75. Its multiplicity is 2. The calculation puts the HOMO energy (spin up / spin down) at 0.225 / -7.071 eV. The calculation puts the relative energy (zero: lowest compared OMol25 entry of this formula, charge and spin) at 1.2089 eV. The charge is -1. Its total energy is -2478.059111 Ha.

Element x y z (Å)
1 H -1.2902 3.4133 5.5098
2 H -3.0487 -1.7841 -2.9918
3 C 0.1613 4.1172 -0.7142
4 N -5.3565 -1.7110 0.6723
5 N -4.3284 -0.1281 1.9303
6 H -0.1392 1.8565 -2.6668
7 O 0.0131 -1.2813 -4.0306
8 C -2.3468 2.7381 4.0273
9 C 1.0418 0.0596 5.9102
10 H 1.5280 1.5418 7.3502
11 H 3.0426 3.9833 0.3964
12 O -4.2268 -2.8740 -4.9231
13 H 1.4172 1.9133 -1.9957
14 N 3.1353 -3.0174 5.2002
15 H 0.0357 2.4020 0.2081
16 O 0.7603 -0.8930 6.5575
17 H 3.1561 2.2471 -3.0996
18 C -0.1152 -0.4937 0.7547
19 H 1.2995 -0.5391 -0.5752
20 N 1.3291 0.0998 4.6129
21 O -0.5253 -0.1940 1.8774
22 H 0.6533 -3.2558 -4.9800
23 H -1.3379 1.2617 3.0227
24 H -2.2121 -2.7717 -6.6186
25 H 1.4883 2.0231 5.7830
26 H -2.6125 -5.6456 -0.7941
27 C -1.5687 -4.1165 -0.6040
28 O 2.5593 1.8044 -0.7017
29 H -3.4502 -4.0678 -0.0330
30 C 1.3387 2.5224 -3.9259
31 N 1.3386 -0.3429 -5.6626
32 H -1.8532 -0.5910 -0.2215
33 N 1.1445 -0.5445 0.4228
34 O -0.6774 -3.3714 -0.8268
35 H -3.9280 0.7978 1.8800
36 H 1.9544 -2.1194 3.3824
37 H -5.7642 -2.0300 1.5396
38 H -0.4634 2.1319 4.1420
39 H 1.4632 0.5497 -5.2066
40 N -0.4530 3.0281 -0.4159
41 H 1.8453 -0.6364 -6.4855
42 N 2.9603 -2.0893 3.2964
43 H -0.0295 5.7817 -1.7955
44 N -2.1110 -2.6907 -5.6170
45 N -1.3676 1.9992 3.7121
46 O 1.1534 4.5251 -0.2391
47 H -2.7601 4.2786 5.2463
48 H -0.4531 -0.8382 -1.2595
49 C 3.7769 -2.5563 4.1527
50 C 3.6855 2.3395 -0.5086
51 H -4.9666 -0.2186 2.7080
52 N -0.5201 4.9331 -1.5520
53 H -2.2456 -2.8989 0.5947
54 N -1.6705 -5.3377 -0.9888
55 O 0.6272 2.6865 -4.8495
56 C 0.7649 -1.3342 -5.0223
57 H 2.1447 -2.8398 5.2851
58 H 3.2711 -1.7357 2.4028
59 O 4.9408 -2.7341 3.9197
60 H 5.7242 2.1729 -0.8122
61 H 1.5143 1.0577 4.3518
62 H -1.1489 -2.6393 -5.3140
63 N 3.8370 3.4272 0.1138
64 H 1.2037 -0.5894 3.8853
65 H -1.4078 2.8856 -0.7130
66 O -3.4466 2.5334 3.4816
67 N 2.6308 2.6319 -3.8717
68 H 1.8261 -0.0394 0.9709
69 C -3.0690 -2.6979 -4.7574
70 H -1.3838 4.6661 -2.0024
71 N 0.8474 2.0044 -2.8246
72 N 1.4136 1.2254 6.3979
73 H -1.5206 -2.4706 -3.4854
74 N -2.0420 3.6671 4.8849
75 O -3.9826 -0.2895 -0.2180
76 C -4.5634 -0.6560 0.7462
77 H 4.7978 0.8393 -1.1648
78 N -2.5247 -2.4159 -3.5802
79 N -0.8531 -0.6414 -0.3533
80 H 4.7123 3.8520 0.3849
81 N 1.0129 -2.5093 -5.5576
82 N 4.7889 1.7921 -0.8298
83 H 3.5733 -3.7738 5.7062
84 H 2.9963 2.9796 -4.7467
85 H 1.7039 -2.5287 -6.2940
86 N -2.5093 -3.7968 0.2149
87 H -1.0328 -5.8195 -1.6063
88 H -5.3065 -2.2197 -0.1989

No. 2
Density functional theory data (ωB97M-V/def2-TZVPD) for a cluster of 2 separate species, C2H8N2O4 in total.

The SMILES is NC(=O)N(O)O.CO. Its molar mass is 124.10 g mol⁻¹. The value obtained for the HOMO-LUMO gap is 9.56 eV. Its multiplicity is 1. The calculation puts the HOMO energy at -8.983 eV. The calculation puts the relative energy (zero: lowest compared OMol25 entry of this formula, charge and spin) at 4.4269 eV. Its total energy is -491.386611 Ha.

Element x y z (Å)
1 H 1.4551 -0.9667 0.0448
2 C 2.1695 0.7657 -0.5869
3 C -1.4089 -0.7724 -0.1421
4 N -1.4322 -1.6821 0.8565
5 O -1.2093 1.5060 -0.7153
6 H 2.0212 1.8092 -0.2837
7 O 1.4797 -0.0394 0.3583
8 H 1.7737 0.6406 -1.5932
9 H -1.7641 -2.6088 0.6462
10 H 0.1938 0.7086 1.2714
11 O -0.7871 0.9044 1.4492
12 H -1.4889 -1.3597 1.8078
13 O -1.5240 -1.0101 -1.3295
14 H 3.2429 0.5417 -0.5834
15 H -1.2304 0.9618 -1.5262
16 N -1.4911 0.6011 0.3260

No. 3
Density functional theory data (ωB97M-V/def2-TZVPD) for a structure of composition C3H3IO.

Its molar mass is 181.96 g mol⁻¹. The value obtained for the HOMO-LUMO gap is 7.55 eV. Its multiplicity is 1. The calculation puts the HOMO energy at -8.985 eV. The calculation puts the relative energy (zero: lowest compared OMol25 entry of this formula, charge and spin) at 2.2931 eV. Its total energy is -488.907740 Ha.

Element x y z (Å)
1 C -0.0962 -0.0903 0.2170
2 H -2.1828 -0.5940 0.2866
3 I 3.6070 0.4919 -0.0043
4 O 2.1943 -0.5239 1.0111
5 H -1.6417 1.2591 -0.3070
6 C -1.5019 0.0923 -0.3545
7 C 1.0095 -0.4034 0.5279
8 H -1.3883 -0.2316 -1.3768

No. 4
Density functional theory data (ωB97M-V/def2-TZVPD) for the ion C4H11N2OS with charge +1.

The SMILES is [NH3+]CC(=O)NCCS. Its molar mass is 135.21 g mol⁻¹. The value obtained for the HOMO-LUMO gap is 8.23 eV. Its multiplicity is 1. The calculation puts the HOMO energy at -12.399 eV. The calculation puts the relative energy (zero: lowest compared OMol25 entry of this formula, charge and spin) at 2.8991 eV. The charge is +1. Its total energy is -741.629784 Ha.

Element x y z (Å)
1 H -3.6380 -0.2717 -0.0948
2 H -1.3147 -0.8184 -0.5722
3 C 1.6450 -0.9832 -0.7747
4 N -2.7432 -0.1467 0.5697
5 C 1.4734 0.4639 -0.8406
6 H 2.2050 -1.4688 -1.7057
7 H 2.5103 0.9401 -1.0323
8 H -3.2050 0.6219 1.2919
9 C -1.4350 0.2143 -0.1064
10 H 0.6383 -1.5236 -0.8954
11 S 2.3716 -1.6048 0.8395
12 H 1.6131 1.5336 0.8897
13 H 0.9035 0.7298 -1.7863
14 O -0.5883 1.2536 1.8426
15 H -1.7470 0.9152 -0.8339
16 H 3.3928 -0.9712 0.9670
17 C -0.3430 0.8793 0.7147
18 H -2.6282 -0.9386 1.2372
19 N 0.8893 1.1756 0.2902

Which value of relative energy (zero: lowest compared OMol25 entry of this formula, charge and spin) does entry 1 give?
1.2089 eV

What did the fourth record say?
Density functional theory data (ωB97M-V/def2-TZVPD) for the ion C4H11N2OS with charge +1.

The SMILES is [NH3+]CC(=O)NCCS. Its molar mass is 135.21 g mol⁻¹. The value obtained for the HOMO-LUMO gap is 8.23 eV. Its multiplicity is 1. The calculation puts the HOMO energy at -12.399 eV. The calculation puts the relative energy (zero: lowest compared OMol25 entry of this formula, charge and spin) at 2.8991 eV. The charge is +1. Its total energy is -741.629784 Ha.

Element x y z (Å)
1 H -3.6380 -0.2717 -0.0948
2 H -1.3147 -0.8184 -0.5722
3 C 1.6450 -0.9832 -0.7747
4 N -2.7432 -0.1467 0.5697
5 C 1.4734 0.4639 -0.8406
6 H 2.2050 -1.4688 -1.7057
7 H 2.5103 0.9401 -1.0323
8 H -3.2050 0.6219 1.2919
9 C -1.4350 0.2143 -0.1064
10 H 0.6383 -1.5236 -0.8954
11 S 2.3716 -1.6048 0.8395
12 H 1.6131 1.5336 0.8897
13 H 0.9035 0.7298 -1.7863
14 O -0.5883 1.2536 1.8426
15 H -1.7470 0.9152 -0.8339
16 H 3.3928 -0.9712 0.9670
17 C -0.3430 0.8793 0.7147
18 H -2.6282 -0.9386 1.2372
19 N 0.8893 1.1756 0.2902

multiplicity of number 3 (C3H3IO)?
1

Which of these has the lowest relative energy (zero: lowest compared OMol25 entry of this formula, charge and spin)?
C11H44N22O11